Record 1
The following is a DFT calculation (wB97M-V/def2-TZVPD) of a cluster of 11 separate species, C22H66O11 in total.

Results
DFT total energy: -1705.2071 Ha
M: 506.8 g mol⁻¹
Frontier orbital gap: 9.92 eV
LUMO energy: 0.01785 Ha
Structure (SMILES): CCO.CCO.CCO.CCO.CCO.CCO.CCO.CCO.CCO.CCO.CCO

Geometry as XYZ:
```
99
Properties=species:S:1:pos:R:3:forces:R:3
C 5.203500 0.476992 -0.991702 -0.67 1.43 -1.66
C 4.741570 1.657042 -0.130312 -0.01 -1.62 1.19
O 4.214930 2.719652 -0.910552 0.31 -0.03 -0.77
H 5.187700 -0.541888 -0.604732 0.12 0.45 0.49
H 6.115680 0.721622 -1.535922 0.36 -0.25 0.38
H 4.464480 0.511272 -1.792192 -0.21 -0.59 -0.22
H 5.552640 1.961712 0.531088 -0.05 0.45 0.00
H 3.931820 1.256812 0.479788 -0.06 0.10 0.35
H 3.752330 3.343442 -0.346202 0.18 -0.01 0.25
C -2.183910 1.025822 3.624318 0.60 0.63 0.14
C -2.944650 0.084112 4.544828 0.08 -0.36 0.27
O -2.217160 -0.081128 5.802328 -0.07 0.32 -0.91
H -2.563010 1.209302 2.618978 -0.58 -0.46 0.10
H -1.146200 0.730902 3.468468 0.01 -0.38 0.18
H -2.108370 2.024582 4.054298 -0.15 0.02 0.28
H -3.078860 -0.905538 4.108158 0.38 -0.15 -0.16
H -3.975810 0.410712 4.679538 0.04 0.45 0.41
H -2.776770 -0.079308 6.582348 -0.34 0.06 -0.31
C 0.903020 -0.591678 0.747398 0.24 0.06 -0.26
C 0.398500 -0.838288 -0.694052 1.27 1.52 0.30
O 1.510090 -0.546988 -1.608442 -1.21 -2.65 0.94
H 0.091410 -0.190268 1.354248 0.18 -0.25 0.33
H 1.740640 0.105412 0.771248 -0.33 0.65 -0.44
H 1.418760 -1.430628 1.214598 -0.68 -0.58 0.00
H -0.450220 -0.185638 -0.898582 0.05 0.53 -0.04
H -0.088080 -1.811908 -0.752272 0.87 -0.49 -0.60
H 1.461730 0.327002 -2.002652 -0.29 0.52 0.18
C 4.700480 -3.340208 1.917868 0.67 -0.71 0.01
C 5.103340 -4.807168 1.440088 -1.60 0.97 -0.36
O 3.949930 -5.679998 1.296928 0.96 0.32 0.44
H 3.675660 -3.048378 2.147368 -0.42 -1.24 0.10
H 4.894250 -2.562248 1.179398 0.88 -0.16 -0.03
H 5.253410 -3.211778 2.848398 0.13 0.70 -0.15
H 5.791870 -5.285438 2.136718 0.07 0.33 0.14
H 5.608140 -4.775458 0.474548 -0.08 0.15 -0.02
H 4.049720 -6.226488 2.079858 -0.64 -0.34 -0.13
C 0.901610 -1.120398 4.544858 -1.09 -0.72 0.03
C 1.377470 -1.079498 5.982448 0.31 1.63 -0.22
O 2.793380 -1.256608 6.053458 -0.19 -0.25 0.21
H -0.179100 -0.984298 4.504328 -0.14 -0.07 0.24
H 1.083880 -2.071328 4.044248 0.34 0.04 -0.12
H 1.285810 -0.272748 3.977418 0.48 -0.23 0.04
H 0.906580 -1.650838 6.782398 -0.42 -0.56 -0.59
H 1.159350 -0.046458 6.253298 0.31 0.15 0.45
H 2.894060 -2.206938 6.144798 0.44 -0.05 -0.05
C 0.300990 2.920662 1.141148 1.49 -1.57 0.62
C -0.508380 4.117542 1.170438 -0.36 2.17 0.53
O -1.824550 3.798132 1.106128 -3.40 -0.70 -0.60
H 0.223540 2.331882 2.055168 -0.19 -0.04 0.04
H 1.360720 3.141332 1.013188 0.11 -0.11 -0.17
H -0.074280 2.314442 0.316668 0.34 -0.21 0.04
H -0.227860 4.791792 0.361248 0.21 0.36 -0.18
H -0.617400 4.687932 2.092868 1.67 0.24 0.30
H -2.072120 3.357522 0.289948 -0.03 -0.41 -0.24
C -0.142640 0.197802 -4.617562 -0.26 -0.90 -0.25
C 0.818180 0.243362 -5.824542 -1.02 1.52 1.64
O 0.205010 1.026272 -6.842982 0.04 -0.11 -0.63
H 0.368820 -0.143358 -3.717482 -0.03 -0.29 -0.12
H -0.962380 -0.478278 -4.860562 -0.11 -0.19 0.20
H -0.625830 1.140672 -4.361422 0.36 0.34 -0.37
H 1.046740 -0.755998 -6.194872 0.23 0.19 0.05
H 1.652760 0.806292 -5.406602 0.72 -0.49 -0.50
H 0.664180 1.867282 -6.901852 -0.03 -0.08 -0.03
C -2.584310 -1.571308 1.074288 -0.84 0.75 1.17
C -3.969400 -1.253448 0.359708 3.27 -1.85 0.48
O -4.586080 -0.110048 0.857468 -0.57 0.46 0.33
H -2.701920 -1.846878 2.122308 -0.50 -0.41 0.13
H -2.001810 -0.661558 1.219698 0.11 0.11 -0.76
H -1.973610 -2.366428 0.646588 -0.24 0.15 -0.46
H -4.548810 -2.171728 0.455398 -0.40 0.36 -0.50
H -3.589050 -1.067698 -0.644742 -1.00 -0.04 -0.34
H -5.253860 -0.357068 1.501408 0.02 0.12 0.03
C -2.824550 -3.559068 -2.629932 1.43 0.27 0.17
C -4.256110 -3.290208 -2.906552 0.17 -0.29 0.61
O -4.946300 -3.519608 -1.670342 -0.66 -0.67 -0.54
H -2.537340 -3.073618 -1.697222 0.18 0.07 -0.01
H -2.137770 -3.245288 -3.416052 -0.12 0.30 -0.10
H -2.633270 -4.626338 -2.518332 -0.25 -0.05 0.18
H -4.523130 -4.067058 -3.623002 -0.67 0.49 -0.45
H -4.530100 -2.268398 -3.169102 0.44 -0.06 -0.75
H -5.740590 -3.927578 -2.022862 -0.51 -0.08 0.86
C 0.988330 3.980452 -3.024242 0.25 0.11 0.07
C 1.214980 2.904632 -1.959872 -1.20 1.14 -0.98
O 1.919740 1.812562 -2.421102 0.99 -0.32 -1.10
H 0.437970 4.818152 -2.595902 0.04 0.10 0.13
H 0.392660 3.631892 -3.867912 0.08 -0.28 0.00
H 1.943040 4.349542 -3.398942 0.02 0.07 -0.08
H 0.222210 2.516652 -1.731912 0.04 0.30 0.93
H 1.835110 3.313212 -1.161992 -1.00 0.28 0.49
H 2.799230 2.007182 -2.089092 0.89 -0.57 -0.15
C -2.853580 2.526602 -2.760312 -0.65 0.19 0.20
C -3.389520 1.293612 -2.032632 0.95 0.42 0.80
O -2.963950 1.391172 -0.695822 1.27 0.63 1.08
H -3.219590 3.401492 -2.223002 -0.78 0.16 -0.42
H -3.137090 2.483762 -3.811932 -0.07 0.41 0.02
H -1.791710 2.763182 -2.692742 0.35 -1.09 -0.03
H -2.937610 0.377212 -2.412212 -0.44 -0.21 -0.60
H -4.469970 1.253982 -1.894222 -0.23 -0.04 -1.38
H -3.643350 1.055922 -0.106242 -0.15 0.01 0.26
```
Positions in Å, forces in eV/Å.


Record 2
The following is a DFT calculation (wB97M-V/def2-TZVPD) of a cluster of 11 separate species, C22H66O16 in total.

Results
DFT total energy: -2081.3844 Ha
M: 586.8 g mol⁻¹
Frontier orbital gap: 10.09 eV
LUMO energy: 0.00188 Ha
Structure (SMILES): OCCO.OCCO.OCCO.OCCO.OCCO.CCO.CCO.CCO.CCO.CCO.CCO

Geometry as XYZ:
```
104
Properties=species:S:1:pos:R:3:forces:R:3
C -0.038443 -0.249057 7.057734 0.87 0.19 -1.60
C 0.267880 -0.487361 8.495772 -0.36 -0.68 -0.68
O -0.968702 -0.525816 9.164229 -0.24 0.53 1.40
H -0.607299 -1.059988 6.602863 -0.32 -0.03 0.23
H 0.871857 -0.227266 6.458593 0.29 0.06 -0.03
H -0.532764 0.701280 6.856226 -0.20 -0.06 0.30
H 0.946694 0.277017 8.873997 -0.47 0.12 0.43
H 0.764707 -1.450993 8.608380 0.31 -0.09 0.05
H -1.495435 -1.252964 8.824509 0.12 -0.03 -0.11
C -4.380467 3.299113 -3.365091 -0.29 -0.85 0.09
C -4.804365 4.477422 -2.516499 0.62 -0.31 -1.13
O -4.802942 4.085713 -1.166624 -0.07 0.11 0.27
H -5.265998 2.669249 -3.449903 0.14 -0.28 -0.37
H -3.616304 2.669719 -2.909003 0.13 0.26 0.29
H -3.999170 3.562813 -4.351583 -0.29 0.22 0.00
H -5.800595 4.736172 -2.875206 -0.14 0.43 0.24
H -4.110188 5.288516 -2.736389 -0.04 0.41 0.39
H -5.191565 4.805168 -0.663667 -0.01 -0.01 0.24
C 4.876473 3.805232 1.086670 -0.38 -0.60 -1.20
C 5.084441 3.842253 -0.437649 0.55 -0.92 0.66
O 5.122091 2.446292 -0.898990 -0.19 1.27 0.08
H 4.402312 4.708440 1.470734 0.52 0.11 0.13
H 5.797760 3.479990 1.569957 -0.17 0.36 0.26
H 4.141327 3.008657 1.201257 -0.05 -0.09 0.34
H 6.063498 4.235641 -0.711145 -0.12 0.55 0.13
H 4.298568 4.432519 -0.908911 -0.08 -0.25 -0.27
H 5.823586 2.460757 -1.554204 -0.09 -0.43 -0.14
C -2.703933 5.367525 4.194722 0.64 -0.97 2.00
C -2.941082 6.595206 3.425781 -0.33 -0.43 -0.79
O -4.371367 6.694155 3.335531 0.43 0.94 -0.71
H -1.652669 5.110567 4.324790 0.11 -0.13 -0.28
H -3.288134 4.501351 3.884006 0.21 0.14 -0.51
H -3.053492 5.564329 5.208213 -0.05 -0.09 0.33
H -2.487451 6.471838 2.442363 -0.63 0.20 -0.41
H -2.413542 7.447884 3.853262 -0.43 0.30 0.26
H -4.708766 7.013750 4.175547 0.04 0.02 0.09
C -0.080980 -0.395834 0.460712 -0.17 0.19 -0.31
C -0.814709 0.881881 0.847777 0.89 -1.43 0.40
O -2.175341 0.581189 1.097559 -0.27 0.62 -0.47
H 0.955447 -0.136628 0.244549 0.13 -0.23 0.02
H -0.541185 -0.812833 -0.435071 0.09 -0.07 -0.08
H -0.132578 -1.152797 1.243299 0.06 0.11 0.06
H -0.680509 1.588754 0.028988 -0.12 0.34 0.25
H -0.357510 1.206836 1.782375 0.00 0.64 -0.07
H -2.632330 1.201430 0.524788 -0.65 -0.15 0.19
C -7.617740 0.929512 4.374852 -0.44 -0.19 0.69
C -6.650097 -0.252872 4.640683 -0.09 1.49 -0.54
O -6.359859 -0.899833 3.432640 -0.18 -1.10 -0.75
H -8.600889 0.568393 4.072999 0.11 -0.27 -0.34
H -7.292706 1.661067 3.635068 0.37 -0.31 -0.12
H -7.857570 1.509070 5.266308 0.35 -0.03 0.35
H -7.098499 -0.985046 5.312213 0.00 0.07 -0.02
H -5.706472 0.100150 5.056682 -0.09 0.13 0.46
H -5.624394 -0.507410 2.956518 -0.02 0.23 0.25
C 3.204614 -2.234574 -6.782402 -0.96 0.61 0.59
C 3.909877 -1.586842 -5.609377 0.12 0.21 -0.57
O 3.003713 -0.770677 -4.904042 -0.60 0.05 0.08
O 4.148526 -2.946480 -7.527562 0.14 -0.46 -0.23
H 2.737490 -1.452224 -7.380575 0.07 0.33 -0.13
H 2.362316 -2.843397 -6.453855 0.06 -0.40 0.25
H 4.656442 -0.960574 -6.097762 0.58 -0.06 0.33
H 4.356010 -2.339562 -4.959391 0.19 -0.06 -0.07
H 3.435301 -0.374807 -4.143369 0.10 -0.06 -0.03
H 3.634223 -3.477209 -8.140271 0.29 -0.15 -0.20
C 3.158777 -5.412410 5.163624 0.67 0.00 -0.15
C 4.359461 -4.821727 5.909360 0.16 1.79 -1.44
O 4.983655 -3.852142 4.994497 -0.39 -0.58 0.11
O 3.621400 -6.324332 4.162749 -0.10 -0.17 0.51
H 2.556764 -4.628247 4.704526 0.29 0.33 0.03
H 2.483006 -5.877726 5.881217 0.12 -0.55 0.03
H 5.151560 -5.519417 6.181193 -0.51 -0.42 0.21
H 4.023528 -4.198280 6.737949 -0.21 -0.56 0.47
H 5.553165 -3.279837 5.513847 0.07 -0.04 0.01
H 3.301409 -6.094746 3.287238 -0.16 0.20 0.18
C -2.514200 -5.067014 -4.722774 0.45 1.07 -1.19
C -2.935842 -3.558786 -4.712117 -0.17 -0.44 0.91
O -3.535148 -3.010379 -5.874613 0.64 -0.47 -0.62
O -2.053690 -5.460244 -3.435455 -0.78 0.08 -0.07
H -1.645592 -5.182678 -5.371038 -0.01 0.25 -0.52
H -3.284255 -5.689398 -5.178574 -0.42 -0.16 0.49
H -2.020480 -3.003830 -4.506634 -0.08 0.20 -0.03
H -3.623776 -3.397820 -3.882105 0.16 -0.15 0.33
H -4.486196 -2.900929 -5.803102 0.11 -0.27 0.35
H -1.805065 -6.379707 -3.555331 0.12 -0.10 0.35
C 0.632863 3.586865 -7.229729 -0.22 0.14 1.62
C 0.789123 4.020122 -5.756869 -0.51 -0.73 0.53
O 0.105753 5.229551 -5.426893 -0.10 0.51 -0.90
O 1.096966 4.574295 -8.066135 0.67 1.05 -0.85
H -0.419934 3.406655 -7.447051 -0.18 -0.43 0.13
H 1.244337 2.696738 -7.377652 -0.24 -0.17 0.01
H 1.836103 4.144750 -5.480454 0.18 -0.30 -0.21
H 0.300212 3.281224 -5.121962 0.45 -0.63 -0.03
H 0.515749 5.584196 -4.634599 -0.04 0.06 -0.06
H 0.828774 5.389422 -7.635733 0.00 0.48 -0.24
C 3.628550 -5.838351 -0.986902 0.39 0.80 0.08
C 4.772546 -4.791406 -0.796139 -0.29 -0.38 -0.11
O 5.526911 -5.001725 0.367567 0.12 -0.12 0.60
O 2.443016 -5.556243 -0.200961 0.79 0.04 -0.34
H 3.982406 -6.818624 -0.667578 0.16 0.01 -0.09
H 3.388501 -5.870308 -2.049659 -0.13 -0.10 -0.05
H 4.403248 -3.767836 -0.859606 -0.54 0.12 0.25
H 5.547856 -4.808777 -1.562099 -0.34 -0.58 -0.49
H 4.950099 -5.060632 1.132695 -0.10 0.13 0.12
H 1.731323 -5.344077 -0.809299 -0.02 0.10 0.09
```
Positions in Å, forces in eV/Å.


Question: Among the records above, which one has the highest frontier orbital gap?
Answer: C22H66O16